# 1
C53H68ClHfN4O3PTe | ωB97M-V/def2-TZVPD

## Properties
F_max = 1.911 eV/Å
Multiplicity = 1
Net charge = +2
Frontier orbital gap = 5.876 eV
Relative energy (zero: lowest compared OMol25 entry of this formula, charge and spin) = 0.00 kJ/mol

```
132
C53H68ClHfN4O3PTe, DFT ωB97M-V/def2-TZVPD
Hf -0.04 -0.73 0.09
C -2.61 0.42 1.72
C -1.77 -0.12 2.87
C -0.30 0.35 3.01
C 0.24 -0.09 4.32
C 1.55 -0.28 4.50
C 2.46 -0.17 3.38
C 1.94 -0.16 2.15
N 0.55 -0.08 1.89
N -2.39 -0.25 0.39
C -3.13 -1.52 0.24
C -2.53 -2.34 -0.88
C -3.13 -3.50 -1.32
C -2.52 -4.23 -2.33
C -1.33 -3.77 -2.88
C -0.80 -2.59 -2.40
N -1.38 -1.88 -1.41
C -2.91 0.64 -0.67
C -1.96 1.76 -0.93
C -2.40 3.01 -1.32
C -1.46 3.98 -1.61
C -0.12 3.67 -1.48
C 0.23 2.40 -1.07
N -0.67 1.44 -0.81
H -3.67 0.34 1.97
H -2.38 1.48 1.58
H -2.27 0.17 3.79
H -1.76 -1.21 2.85
H -0.46 -0.24 5.13
H 1.94 -0.55 5.48
H 3.53 -0.22 3.51
H 2.56 -0.24 1.26
H -3.09 -2.08 1.17
H -4.19 -1.32 0.03
H -4.05 -3.84 -0.87
H -2.96 -5.15 -2.68
H -0.83 -4.30 -3.68
H 0.12 -2.19 -2.80
H -3.01 0.06 -1.59
H -3.90 1.01 -0.40
H -3.46 3.20 -1.41
H -1.78 4.98 -1.91
H 0.65 4.41 -1.67
H 1.26 2.13 -0.95
Cl 1.16 -7.19 3.87
C 0.61 -5.78 3.04
C -0.73 -5.38 3.18
C -1.22 -4.26 2.55
C -0.37 -3.48 1.74
O -0.80 -2.39 1.18
C 0.97 -3.92 1.57
C 1.78 -3.27 0.64
O 1.45 -2.31 -0.11
C 1.45 -5.06 2.25
H -1.39 -5.97 3.81
H -2.25 -3.95 2.68
H 2.80 -3.66 0.50
H 2.48 -5.37 2.12
O 1.69 -0.02 -1.26
P 2.84 0.05 -2.28
C 4.29 1.05 -1.75
C 4.47 2.45 -2.35
C 3.58 3.51 -1.71
C 3.81 3.57 -0.20
C 3.61 2.20 0.45
C 4.47 1.12 -0.22
C 3.39 -1.68 -2.54
C 4.06 -2.10 -3.86
C 5.54 -1.73 -3.94
C 6.31 -2.42 -2.81
C 5.74 -2.05 -1.44
C 4.21 -2.23 -1.35
C 2.13 0.83 -3.78
C 3.05 0.94 -5.03
C 2.27 0.70 -6.32
C 1.60 -0.68 -6.36
C 0.86 -1.00 -5.04
C 0.76 0.22 -4.13
H 5.10 0.44 -2.15
H 4.35 2.44 -3.43
H 5.51 2.73 -2.16
H 2.53 3.28 -1.91
H 3.78 4.48 -2.16
H 3.14 4.29 0.26
H 4.83 3.91 -0.01
H 2.56 1.92 0.40
H 3.87 2.25 1.51
H 4.29 0.15 0.24
H 5.53 1.35 -0.03
H 2.41 -2.17 -2.50
H 3.51 -1.74 -4.72
H 4.00 -3.19 -3.89
H 5.68 -0.64 -3.87
H 5.94 -2.04 -4.90
H 7.36 -2.16 -2.85
H 6.24 -3.50 -2.95
H 6.02 -1.03 -1.18
H 6.19 -2.69 -0.67
H 3.85 -1.81 -0.41
H 4.01 -3.31 -1.32
H 1.94 1.85 -3.41
H 3.89 0.24 -4.98
H 3.50 1.93 -5.08
H 2.95 0.80 -7.17
H 1.52 1.48 -6.44
H 2.36 -1.44 -6.55
H 0.91 -0.72 -7.20
H 1.36 -1.81 -4.52
H -0.15 -1.35 -5.26
H 0.22 -0.02 -3.21
H 0.16 0.99 -4.62
C -4.13 6.54 5.82
C -3.21 5.57 5.11
C -2.69 4.47 5.77
C -1.81 3.58 5.14
C -1.26 2.44 5.95
C -1.46 3.81 3.81
Te -0.05 2.61 2.73
C -1.96 4.93 3.13
C -1.56 5.27 1.71
C -2.83 5.79 3.80
H -4.50 6.12 6.75
H -4.99 6.79 5.19
H -3.61 7.47 6.04
H -2.95 4.29 6.81
H -1.33 2.66 7.02
H -0.21 2.27 5.70
H -1.82 1.52 5.77
H -1.52 4.38 1.09
H -0.57 5.74 1.69
H -2.27 5.98 1.27
H -3.20 6.66 3.27
```

***

# 2
C2H3ClN | ωB97M-V/def2-TZVPD

## Properties
F_max = 3.450 eV/Å
Multiplicity = 1
Net charge = +1
Frontier orbital gap (spin up / spin down) = 8.369 / 8.280 eV
Relative energy (zero: lowest compared OMol25 entry of this formula, charge and spin) = 372.17 kJ/mol

```
7
C2H3ClN, DFT ωB97M-V/def2-TZVPD
C -0.78 0.72 -1.17
C 1.04 -0.46 -0.10
N 0.18 0.17 -0.84
Cl 1.75 -1.77 -0.75
H -1.55 1.22 -1.83
H 1.36 -0.16 0.92
H -0.06 -1.51 1.33
```

***

# 3
C6H13NO3S | ωB97M-V/def2-TZVPD

## Properties
F_max = 5.730 eV/Å
Multiplicity = 1
Frontier orbital gap = 9.151 eV
Relative energy (zero: lowest compared OMol25 entry of this formula, charge and spin) = 453.25 kJ/mol

```
24
C6H13NO3S, DFT ωB97M-V/def2-TZVPD
C -0.32 -1.98 -0.66
C -0.22 -1.65 0.83
C -0.44 -0.55 -0.16
C 2.38 0.16 -0.51
C 1.11 1.02 1.46
C 1.17 0.90 0.00
N -2.59 0.18 -1.42
O -2.89 -0.24 1.01
O -1.57 1.73 0.30
O 0.72 1.88 -0.80
S -1.92 0.34 0.07
H 0.59 -2.20 -1.16
H -1.19 -2.33 -1.26
H -1.14 -1.94 1.41
H 0.63 -1.89 1.41
H 3.19 0.82 -0.19
H 2.59 0.09 -1.62
H 2.52 -0.90 -0.23
H 1.55 2.02 1.89
H 0.17 1.07 1.98
H 1.59 0.22 1.85
H -3.61 0.32 -1.59
H -2.27 0.73 -2.16
H -0.04 2.21 -0.45
```

***

# 4
C3H6CdLiO4 | ωB97M-V/def2-TZVPD

## Properties
F_max = 4.167 eV/Å
Multiplicity = 1
Net charge = +1
Frontier orbital gap = 8.605 eV
Relative energy (zero: lowest compared OMol25 entry of this formula, charge and spin) = 91.47 kJ/mol

```
15
C3H6CdLiO4, DFT ωB97M-V/def2-TZVPD
O 0.86 2.54 0.00
C 0.97 1.32 0.44
O 0.75 0.32 -0.24
O 1.15 1.26 1.72
C 0.39 0.29 2.47
H 0.51 0.58 3.52
H -0.71 0.31 2.36
H 0.68 -0.77 2.12
C 0.21 2.75 -1.26
H 0.25 3.83 -1.42
H 0.74 2.22 -2.06
O -0.57 -2.70 -0.57
Cd -0.28 -1.02 -1.14
Li -1.17 -4.30 -0.60
H -0.82 2.39 -1.21
```

***

# 5
C12H16BrNO5 | ωB97M-V/def2-TZVPD

## Properties
F_max = 1.442 eV/Å
Multiplicity = 1
Frontier orbital gap = 3.240 eV

```
35
C12H16BrNO5, DFT ωB97M-V/def2-TZVPD
O 1.15 -1.60 2.15
C 0.79 -0.93 1.21
O 0.52 -1.51 0.05
C 0.59 0.56 1.39
C -0.58 0.83 2.36
C -1.76 0.09 1.83
C -1.95 -1.25 2.13
N -2.97 -1.95 1.62
Br -3.07 -3.75 2.05
C -3.84 -1.36 0.79
C -3.74 -0.03 0.48
C -2.68 0.73 0.99
C -2.58 2.18 0.63
O -3.07 2.97 1.37
O -1.99 2.57 -0.50
H 0.19 -0.86 -0.59
H 1.50 1.03 1.73
H 0.28 0.97 0.43
H -0.74 1.91 2.35
H -0.34 0.57 3.39
H -1.24 -1.73 2.78
H -4.64 -1.95 0.37
H -4.44 0.45 -0.19
H -1.32 1.94 -0.81
C 4.21 -0.52 -1.88
C 2.74 -0.21 -2.21
C 2.70 0.68 -3.47
O 2.17 0.45 -1.17
H 4.76 0.40 -1.68
H 4.28 -1.17 -1.01
H 4.71 -1.03 -2.72
H 2.28 -1.19 -2.51
H 3.22 1.62 -3.30
H 1.67 0.90 -3.76
H 3.18 0.18 -4.33
```